Density functional theory data (wB97M-V/def2-TZVPD) for C2NdO4 as an isolated structure at a distorted geometry.

Calculated values
- E_tot: -25497.523 eV
- Multiplicity: 4
- Net charge: +3
- Molecular weight: 232.258 g/mol
- Kohn-Sham gap (spin up / spin down): 4.34 / 6.27 eV
- Energy relative to the best compared isomer or geometry (same formula, charge and spin): 73.1 kJ/mol

Last column: natural (NBO) charge in e.
Geometry (Å):
Nd1 0.9876 0.9647 -0.8048  2.785
O1 -2.2639 0.8241 0.8590  -0.193
O2 2.3592 -0.8443 0.4016  -0.833
O3 -2.3394 -0.6197 1.4174  -0.056
O4 -1.6300 -0.6083 -0.7930  -0.606
C1 -2.2677 -0.3002 0.1563  1.015
C2 2.9830 -1.6662 0.8779  0.888

Density functional theory data (wB97M-V/def2-TZVPD) for an isolated ion of composition C7H5N2O3S and charge +1 at a distorted geometry.

Calculated values
- E_tot: -27287.054 eV
- Multiplicity: 1
- Net charge: +1
- Molecular weight: 197.195 g/mol
- Kohn-Sham gap: 7.83 eV
- Energy relative to the best compared isomer or geometry (same formula, charge and spin): 147.1 kJ/mol

Last column: natural (NBO) charge in e.
Geometry (Å):
S1 1.6322 2.1419 1.3305  0.329
O1 1.7063 -0.4789 -0.9553  -0.425
O2 1.7616 2.3988 -0.3582  -0.593
O3 -0.0125 2.7673 -1.7237  -0.441
N1 -1.6140 -1.5308 0.5068  -0.435
N2 2.9887 -2.5821 -0.5750  -0.265
C1 0.4803 2.0985 -0.8742  0.749
C2 -1.6554 0.9225 0.1568  -0.197
C3 -2.2915 -0.3389 0.5716  0.095
C4 -0.3079 -1.6565 0.0310  0.004
C5 -0.2839 0.8285 -0.3560  -0.024
C6 2.3190 -1.6948 -0.8576  0.483
C7 0.4213 -0.4913 -0.4249  0.280
H1 -2.1688 1.9162 0.1834  0.294
H2 2.3647 0.9922 1.5981  0.124
H3 -3.3520 -0.2576 0.9293  0.273
H4 0.1509 -2.6718 0.0142  0.284
H5 -2.1390 -2.3633 0.8034  0.466